Record 1
C33H30BrCl5N5O7Y as an isolated structure, computed with the ωB97M-V functional and the def2-TZVPD basis.

Structure (ORCA input):
```
! RIJCOSX wB97M-V def2-TZVPD def2/J DEFGRID3
* xyz 0 1
Y 0.436 0.512 0.032
Br -0.541 -1.482 2.848
Cl -1.204 4.023 6.128
Cl -2.341 3.061 3.371
Cl 2.378 0.867 2.150
Cl 1.748 3.379 6.913
Cl 3.557 1.795 4.904
O -0.184 2.450 -0.915
O -0.407 1.554 1.791
O -0.064 -0.277 -1.952
O 1.794 4.143 -6.566
O 0.170 -2.464 -3.345
O -0.153 5.061 -6.530
O 2.358 1.266 -1.132
N -2.155 -1.012 -1.278
N 0.736 4.402 -6.023
N -1.771 -0.766 0.005
N 3.026 -1.580 -0.137
N 1.625 -1.765 0.085
C -3.192 -0.548 3.280
C 3.197 -3.560 -1.661
C -0.910 3.708 -2.754
C -2.615 -0.928 0.948
C -0.197 3.162 5.032
C -3.105 -0.455 4.742
C 1.927 2.165 4.503
C -4.243 -0.772 5.487
C 3.806 -3.708 0.772
C -3.043 -1.161 -5.620
C 0.052 2.895 -2.087
C -2.722 -0.514 -4.436
C 1.123 2.872 5.392
C -0.895 -2.034 -4.066
C 1.400 1.752 3.289
C -4.231 -0.682 6.869
C 3.782 -2.811 -0.461
C -0.691 4.181 -4.014
C -0.710 2.745 3.813
C 1.481 3.131 -4.080
C -1.668 -0.943 -3.642
C -1.215 -2.687 -5.250
C 0.514 3.887 -4.678
C -3.090 -0.242 7.525
C -1.963 0.102 6.793
C -1.966 -0.009 5.412
C 0.072 2.004 2.900
C 5.193 -2.332 -0.785
C -1.388 -0.267 -2.318
C -2.278 -0.883 2.369
C 1.273 2.619 -2.790
C 2.333 1.847 -2.229
C -2.285 -2.254 -6.016
H 4.215 -3.169 1.628
H -0.604 -3.526 -5.558
H -1.090 0.284 4.853
H 1.508 -2.195 0.996
H 3.234 1.774 -2.857
H 2.219 -3.996 -1.446
H 3.091 -2.901 -2.526
H 5.604 -1.765 0.051
H 3.853 -4.384 -1.943
H -2.519 -2.769 -6.939
H 4.424 -4.587 0.585
H -4.171 -0.315 2.867
H 0.349 -1.727 -2.708
H 5.192 -1.692 -1.671
H 2.402 2.925 -4.609
H 3.118 -0.928 -0.910
H -1.429 4.788 -4.520
H -3.297 0.350 -4.118
H 1.195 -2.386 -0.603
H -3.083 -0.156 8.604
H -5.141 -1.097 4.976
H 2.807 -4.068 1.029
H -3.661 -1.143 0.723
H -1.078 0.470 7.298
H -3.867 -0.812 -6.228
H -1.826 3.931 -2.223
H -5.116 -0.942 7.434
H -3.162 -1.000 -1.419
H 5.845 -3.181 -0.987
H -1.771 0.767 -2.362
*
```

- LUMO energy (eV) = -0.5
- maximum force (eV Å⁻¹) = 0.4
- calculated total energy (a.u.) = -6989.3842
- Kohn-Sham gap (eV) = 7.795
- relative energy (zero: lowest compared OMol25 entry of this formula, charge and spin) (kcal per mole) = 0.0

Löwdin population analysis, charges in e, atoms 1 to 8: Y 1.433; Br 0.890; Cl 0.694; Cl 0.743; Cl 0.746; Cl 0.672; Cl 0.698; O -0.133

=====

Record 2
C33H30F3MnNO4P2S3Te as an isolated structure at a distorted geometry, computed with the ωB97M-V functional and the def2-TZVPD basis.

Structure (ORCA input):
```
! RIJCOSX wB97M-V def2-TZVPD def2/J DEFGRID3
* xyz -2 6
Te 0.800 -4.973 0.761
Mn -0.853 -1.341 0.362
S -0.281 -1.225 2.705
S -2.291 0.335 -0.785
S 1.191 -1.105 -1.293
P 1.649 0.747 -0.732
P -1.183 1.937 -0.346
F -5.669 -4.129 -3.522
F -6.013 -5.277 -1.707
F -4.677 -6.005 -3.241
O 0.452 -2.347 2.041
O -1.730 -1.522 2.550
O 0.151 -0.941 4.052
O -0.053 -0.049 1.749
N -1.715 -2.893 -0.650
C -3.739 -4.213 -0.488
C -3.791 4.864 -1.543
C -1.955 3.322 -1.269
C 3.592 -0.256 2.706
C -2.262 2.277 3.576
C 2.489 0.843 0.879
C -1.352 2.520 1.368
C 2.949 -0.322 1.480
C 2.991 1.314 -1.849
C 3.979 0.416 -2.249
C -1.393 3.799 -2.443
C -5.040 -4.859 -2.551
C -3.160 3.859 -0.825
C 3.324 2.131 2.727
C 0.471 1.999 -0.805
C -2.026 4.799 -3.169
C -1.926 -2.851 -2.009
C 5.027 0.837 -3.052
C -2.966 -3.453 -2.645
C 3.781 0.968 3.330
C 5.099 2.161 -3.468
C 4.117 3.057 -3.076
C -3.224 5.336 -2.721
C -0.799 4.119 3.077
C -2.144 1.823 2.271
C -3.951 -4.161 -1.892
C 1.260 -6.993 0.190
C -2.661 -3.591 0.068
C 2.331 -4.948 2.237
C -1.592 3.423 3.980
C 3.068 2.636 -2.267
C 2.680 2.070 1.502
C -0.678 3.667 1.773
H 2.730 -1.277 1.019
H -1.671 3.765 5.006
H -4.424 -4.744 0.161
H -1.580 5.161 -4.088
H -2.848 1.708 4.286
H 4.160 4.091 -3.399
H -3.715 6.120 -3.286
H 2.300 2.973 1.040
H 0.538 -7.298 -0.566
H -2.494 -3.620 1.138
H -3.608 3.486 0.088
H 2.206 -5.787 2.920
H -0.448 3.387 -2.777
H 4.261 1.012 4.301
H 2.208 -4.012 2.777
H -0.055 4.202 1.065
H -3.039 -3.372 -3.722
H -4.727 5.276 -1.185
H 1.169 -7.653 1.051
H -1.190 -2.293 -2.575
H 2.285 3.319 -1.961
H 3.906 -0.619 -1.938
H -0.263 5.006 3.393
H 2.262 -7.070 -0.230
H 5.916 2.488 -4.101
H 3.907 -1.171 3.192
H 3.313 -4.986 1.770
H -2.612 0.896 1.965
H 5.785 0.125 -3.358
H 3.449 3.086 3.224
*
```

- LUMO energy (spin up / spin down) (eV) = 3.3 / 3.3
- maximum force (eV Å⁻¹) = 4.6
- calculated total energy (a.u.) = -5227.2576
- Kohn-Sham gap (spin up / spin down) (eV) = 3.855 / 3.795
- relative energy (zero: lowest compared OMol25 entry of this formula, charge and spin) (kcal per mole) = 65.1

Löwdin population analysis, charges in e, atoms 1 to 8: Te 1.190; Mn 0.409; S 0.244; S 0.291; S 0.272; P 0.376; P 0.375; F 0.113